DFT (the ωB97M-V functional and the def2-TZVPD basis) results for a structure of composition C20H32NO2PPdS3Si.

Geometry as XYZ:
```
61
Properties=species:S:1:pos:R:3:nbo_charge:R:1
Pd 0.261 -1.442 0.263 0.758
C -1.742 0.117 2.345 -0.219
C -2.020 -0.586 1.177 -0.207
C -1.737 -0.007 -0.080 -0.323
C -1.134 1.258 -0.130 -0.165
C -0.877 1.955 1.043 -0.194
C -1.194 1.394 2.275 -0.161
H -1.990 -0.317 3.304 0.244
H -2.540 -1.536 1.237 0.233
H -2.093 -0.476 -0.987 0.252
H -0.921 1.711 -1.089 0.246
H -0.446 2.946 0.994 0.250
H -1.015 1.953 3.184 0.247
C 1.338 -0.418 -4.836 -1.138
Si 0.992 -2.247 -5.051 1.616
C 2.547 -3.252 -4.878 -1.117
C 0.049 -2.631 -6.600 -1.127
C -0.116 -2.753 -3.567 -0.442
C -1.132 -3.711 -3.637 -0.084
C -1.856 -4.110 -2.516 -0.232
C -1.574 -3.537 -1.294 0.057
N -0.629 -2.593 -1.212 -0.512
C 0.063 -2.231 -2.300 0.057
S 1.227 -1.014 -1.740 0.347
H 1.546 0.031 -5.811 0.281
H 2.225 -0.232 -4.223 0.244
H 0.493 0.136 -4.420 0.244
H 3.238 -3.022 -5.691 0.265
H 2.335 -4.322 -4.919 0.254
H 3.064 -3.042 -3.938 0.241
H 0.562 -2.193 -7.459 0.270
H -0.964 -2.224 -6.585 0.254
H -0.012 -3.706 -6.778 0.255
H -1.359 -4.170 -4.592 0.247
H -2.628 -4.862 -2.589 0.260
H -2.088 -3.810 -0.383 0.231
C 2.109 -1.230 5.197 -0.644
C 2.158 -2.537 4.445 0.131
C 0.809 -3.086 4.050 -0.651
O 3.052 -2.364 3.254 -0.851
P 2.862 -1.818 1.827 1.843
S 1.818 -3.054 0.564 -0.153
S 1.598 -0.223 1.688 -0.330
O 4.261 -1.643 1.223 -0.845
C 5.494 -1.006 1.820 0.134
C 6.207 -2.031 2.662 -0.644
C 5.115 0.264 2.542 -0.659
H 1.601 -1.393 6.147 0.250
H 1.556 -0.471 4.641 0.213
H 3.111 -0.864 5.414 0.235
H 2.715 -3.282 5.009 0.223
H 0.230 -2.350 3.488 0.198
H 0.258 -3.317 4.962 0.255
H 0.901 -4.005 3.473 0.234
H 6.058 -0.783 0.918 0.221
H 5.649 -2.262 3.568 0.220
H 7.176 -1.623 2.952 0.248
H 6.383 -2.946 2.100 0.238
H 4.511 0.053 3.428 0.210
H 4.585 0.956 1.888 0.229
H 6.026 0.757 2.882 0.260
```

The net charge is +2. The calculation puts the total energy at -79984.8299 eV. The value obtained for the gap between HOMO and LUMO (spin up / spin down) is 6.00 / 6.01 eV.